[1]
The following is a DFT calculation (ωB97M-V/def2-TZVPD) of a molecular structure, C23H51Ba2N2O7 in a non-equilibrium geometry.

Structure (XYZ):
```
85
Properties=species:S:1:pos:R:3:forces:R:3
Ba -4.636946 3.777032 -2.829742 1.9 -0.2 0.9
Ba -4.889418 -2.355735 -2.344699 1.2 0.6 0.6
O -1.141633 0.564524 -2.288748 -1.8 -1.2 0.6
C -2.480254 0.586239 -2.126563 0.6 1.4 0.5
O -3.014180 -0.522145 -1.799905 -1.4 -0.5 -1.0
O -3.035471 1.715717 -2.202806 -1.1 -0.1 -0.7
H -1.059317 -0.357925 -1.966179 1.7 0.1 -0.3
C 1.076880 4.561759 -3.788068 0.4 0.7 0.0
C 0.765444 3.469220 -2.799716 0.4 -1.0 -0.5
O 1.124646 2.229092 -3.434810 -0.4 0.2 0.1
H 0.711208 5.529940 -3.440278 0.0 0.0 -0.1
H 0.733736 4.374267 -4.806072 -0.5 -0.2 0.2
H 2.153729 4.668009 -3.930658 0.0 -0.1 0.3
H -0.299270 3.410671 -2.519339 0.1 0.3 -0.1
H 1.363169 3.535452 -1.885650 -0.1 0.4 0.1
H 0.607126 1.549622 -2.999502 0.2 -0.3 0.0
C -2.714541 4.237197 1.246841 -0.5 0.3 -0.6
C -2.315248 5.167889 0.113823 2.3 -0.8 0.3
O -2.195288 4.447532 -1.143555 -2.1 0.1 -1.3
H -2.372507 4.663894 2.187012 -0.5 0.0 0.2
H -2.259969 3.247327 1.167083 0.2 0.3 -0.2
H -3.793302 4.061645 1.187544 0.0 0.1 0.6
H -1.287378 5.504707 0.275971 -0.2 0.3 0.3
H -2.898777 6.074418 -0.025676 -0.4 -0.3 -0.1
H -1.780324 3.583757 -1.038683 0.2 0.1 0.4
C 3.689743 -4.556300 -1.065965 -0.5 0.1 0.2
C 3.153309 -3.248737 -1.674154 0.3 -0.6 -0.7
C 1.896549 -2.837543 -0.929184 -0.9 0.4 1.0
C 1.434797 -1.394915 -1.178549 1.4 -0.3 -0.3
C 2.595682 -0.502712 -0.698655 -0.9 -0.4 -0.4
C 3.920512 -0.774570 -1.442031 -1.1 -0.1 -0.6
N 4.155286 -2.218751 -1.440043 0.3 0.2 0.9
O 5.402927 -2.527132 -2.062461 -0.6 0.2 0.4
C 3.807433 -0.210034 -2.879528 0.7 0.4 0.2
C 5.016521 -0.045357 -0.655284 0.1 0.3 0.2
C 2.810098 -3.544389 -3.174519 0.2 2.0 1.2
H 4.158028 -4.395637 -0.094219 0.1 0.2 -0.1
H 4.396407 -5.037334 -1.736872 0.0 -0.1 0.1
H 2.836067 -5.214064 -0.881088 0.1 -0.2 -0.2
H 1.055124 -3.522541 -1.075081 0.3 -0.3 -0.4
H 2.122874 -2.917541 0.140879 0.0 0.0 0.0
H 0.506105 -1.146109 -0.652059 0.0 -0.1 0.1
H 1.305078 -1.236955 -2.256497 -0.2 0.1 0.0
H 2.718808 -0.704945 0.367723 0.1 0.3 0.1
H 2.295830 0.527596 -0.900750 0.4 0.2 0.4
H 3.260994 0.735508 -2.902742 0.0 0.0 0.0
H 4.822738 -0.005350 -3.221491 -0.1 0.0 -0.2
H 3.372524 -0.888811 -3.605831 -0.1 -0.1 0.1
H 5.426918 -0.636165 0.165060 0.0 -0.3 -0.3
H 5.809616 0.323415 -1.302646 0.2 -0.2 0.1
H 4.614478 0.828010 -0.134051 -0.2 0.1 -0.3
H 2.516384 -2.569599 -3.569403 -0.3 -0.2 -0.4
H 1.940892 -4.195454 -3.176476 0.4 -0.5 -0.5
H 3.725706 -3.791963 -3.702900 -0.3 -0.7 -0.2
H 5.937742 -2.605447 -1.264393 0.5 -0.2 -0.3
C -3.165735 1.326034 3.257582 -0.4 -0.4 0.9
C -3.018662 0.172411 2.232696 0.8 1.1 0.5
C -1.690527 0.444199 1.475290 -0.3 1.0 -0.2
C -0.458638 0.131627 2.331644 0.1 -1.0 -0.9
C -0.574302 -1.306989 2.802887 -0.3 0.2 -0.3
C -1.820108 -1.596853 3.682964 2.2 -1.1 -0.7
N -2.924067 -1.149737 2.852060 -0.6 -0.7 -0.7
O -4.167286 -1.527870 3.442799 0.0 0.6 0.0
C -1.801460 -3.125067 3.674974 -1.2 -2.1 0.5
C -1.642325 -1.072554 5.115375 -0.5 0.2 -0.5
C -4.252342 0.188526 1.323329 0.1 -0.6 0.3
H -2.218082 1.800879 3.503893 0.0 0.1 -0.2
H -3.526277 0.910775 4.202033 -0.1 0.0 -0.1
H -3.908413 2.076248 2.981377 0.2 0.1 -0.2
H -1.707701 0.029244 0.457605 0.3 -1.1 0.4
H -1.610813 1.498294 1.169544 -0.4 0.1 0.6
H -0.278780 0.796848 3.174771 -0.3 0.3 -0.2
H 0.407768 0.166329 1.666308 0.2 0.3 0.2
H 0.350221 -1.672167 3.248470 -0.1 0.1 0.3
H -0.749700 -1.902114 1.900354 0.3 -0.1 0.0
H -1.911070 -3.628285 2.705730 0.0 0.7 -0.4
H -0.929287 -3.643922 4.080705 0.4 0.9 0.2
H -2.596166 -3.612136 4.256558 -0.2 0.6 0.2
H -1.003004 -0.191419 5.070959 -0.2 0.2 0.4
H -2.619141 -0.860375 5.550065 0.1 0.2 0.1
H -1.173557 -1.814149 5.757457 0.1 0.0 -0.1
H -4.156144 0.919096 0.517689 0.0 0.1 0.1
H -5.137743 0.344192 1.937863 -0.1 0.2 -0.2
H -4.362913 -0.820639 0.905937 0.1 -0.1 -0.3
H -4.421016 -2.290708 2.916702 -0.1 -0.2 0.2
```
Forces are in eV/Å.

* M: 742.32 g/mol
* net charge: +3
* energy above the lowest of the compared OMol25 structures with the same formula, charge and spin: 0.0 kJ/mol
* multiplicity: 1

[2]
The following is a DFT calculation (ωB97M-V/def2-TZVPD) of a molecular structure, C23H51ClN16O28S2.

Structure (XYZ):
```
121
Properties=species:S:1:pos:R:3:forces:R:3
S -5.334458 5.311677 0.979918 -0.2 -0.1 0.0
C -4.007969 4.376941 0.111445 -0.3 0.4 0.6
C -4.233561 2.891038 0.405456 -0.7 0.1 0.1
C -4.601342 2.054658 -0.816811 0.4 -0.4 0.1
C -3.636060 2.276106 -1.947071 -0.5 -0.1 -0.2
C -2.313816 1.987044 -1.825910 -0.5 0.0 0.1
C -1.422268 2.187990 -2.903993 0.5 0.0 -0.1
Cl 0.238547 1.748493 -2.583494 0.0 0.0 -0.2
C -1.785695 2.674340 -4.116390 -0.1 -0.1 0.2
C -3.165965 2.985085 -4.274211 0.2 0.0 0.0
N -3.742574 3.460756 -5.375622 -0.2 0.2 -0.3
S -5.303857 3.633884 -5.047637 0.2 -0.2 0.2
N -5.340698 3.107225 -3.524631 -0.2 0.4 -0.2
C -4.089310 2.790246 -3.203211 0.5 -0.3 0.2
H -5.242016 6.514436 0.391947 0.2 -0.1 -0.1
H -3.078612 4.710432 0.554767 0.3 0.0 -0.3
H -4.073479 4.632590 -0.940003 0.2 -0.1 -0.1
H -5.070783 2.825995 1.102934 0.0 -0.2 0.1
H -3.386195 2.442842 0.912602 0.2 0.1 -0.1
H -5.627910 2.202742 -1.137790 0.0 0.3 -0.1
H -4.518722 1.005402 -0.528744 -0.1 -0.1 0.0
H -1.948288 1.582696 -0.893823 0.1 0.0 0.0
H -1.076525 2.794727 -4.918360 0.0 0.1 -0.1
C 0.686259 1.142996 2.050315 -0.1 -0.2 0.0
N -0.660599 1.483274 1.517881 0.1 0.0 0.0
O -1.524116 0.628432 1.556003 0.0 0.0 0.0
O -0.817477 2.600914 1.068698 -0.1 0.0 0.1
H 0.674306 0.122728 2.408898 -0.1 0.1 -0.1
H 1.392918 1.262826 1.235385 0.0 0.2 0.0
H 0.904953 1.836597 2.855168 0.1 0.1 -0.1
C 0.929971 -0.926753 -4.908089 0.0 -0.2 0.1
N 0.854301 -2.099796 -5.818975 0.0 0.1 0.1
O 0.505253 -3.165284 -5.363273 0.0 0.0 -0.1
O 1.158149 -1.908920 -6.983447 0.0 -0.1 0.0
H 0.637526 -1.241894 -3.913228 0.0 -0.1 0.0
H 1.956177 -0.560571 -4.907889 -0.3 -0.1 -0.2
H 0.250309 -0.172405 -5.294329 0.1 0.0 -0.1
C 2.759857 -0.225497 -9.296511 0.0 -0.2 -0.1
N 3.730012 0.650376 -8.585289 -0.1 -0.2 0.1
O 4.912348 0.496286 -8.807855 0.0 0.1 0.0
O 3.266631 1.476373 -7.821824 0.1 -0.1 0.0
H 3.312886 -0.901260 -9.937995 0.1 0.1 0.0
H 2.200818 -0.771138 -8.542097 -0.1 0.1 0.0
H 2.102586 0.417325 -9.878822 0.0 0.0 0.1
C -8.301345 1.860302 -3.027088 -0.1 -0.2 0.1
N -9.563096 2.152510 -3.757249 0.1 -0.1 0.0
O -10.384682 1.259947 -3.850492 0.0 0.0 -0.1
O -9.685782 3.265318 -4.218912 0.0 0.0 0.0
H -8.338049 0.834089 -2.678314 -0.1 0.0 0.0
H -7.481454 2.006858 -3.717734 0.0 0.1 0.0
H -8.233182 2.553942 -2.194301 0.0 0.1 -0.1
C -8.089939 -1.614813 -5.472666 -0.1 -0.2 0.1
N -7.058828 -0.664810 -4.973837 0.0 -0.1 0.0
O -6.359645 -1.016486 -4.047574 0.0 0.1 0.0
O -6.994149 0.411829 -5.530252 0.0 0.1 0.0
H -8.032326 -2.522484 -4.884174 0.1 0.0 0.0
H -9.056355 -1.130985 -5.359145 0.0 0.1 -0.1
H -7.873303 -1.808617 -6.518679 0.0 0.1 0.0
C 1.978869 5.929945 2.700355 -0.1 0.1 -0.1
N 1.986461 4.465854 2.437354 0.0 0.1 -0.1
O 1.730139 4.087932 1.315983 0.2 0.0 0.0
O 2.259562 3.739894 3.373979 0.0 0.0 0.1
H 1.724255 6.441023 1.779813 0.0 -0.1 0.0
H 1.239236 6.117481 3.472766 0.1 0.0 0.1
H 2.973217 6.202337 3.040999 0.0 0.0 0.1
C 3.060485 3.648633 -10.038594 0.1 0.2 -0.2
N 1.845379 4.023279 -10.811219 0.0 -0.1 0.0
O 1.013873 3.158255 -11.002202 0.0 0.0 0.0
O 1.768408 5.168389 -11.199180 0.0 0.0 0.0
H 2.978714 2.614928 -9.767820 -0.1 -0.1 0.0
H 3.919680 3.823052 -10.679798 0.0 0.1 0.0
H 3.099074 4.279502 -9.156535 0.0 0.0 0.0
C 0.633704 -2.101809 5.536424 -0.4 0.1 -0.1
N 1.530556 -1.146807 4.841695 -0.1 -0.2 0.2
O 2.139251 -0.346103 5.522261 0.1 0.2 -0.1
O 1.610286 -1.227875 3.632147 0.1 -0.1 0.2
H 0.673863 -1.899098 6.599169 0.1 0.0 0.0
H -0.370644 -1.953625 5.147526 0.1 0.0 -0.1
H 0.995897 -3.097698 5.319966 -0.3 0.2 -0.2
C 4.271453 -0.866002 7.941576 0.1 -0.1 -0.1
N 3.967073 -1.391892 9.299889 0.0 0.0 -0.1
O 4.108873 -2.584403 9.489577 0.0 0.0 0.0
O 3.591814 -0.591898 10.128324 0.0 0.0 0.0
H 4.588464 -1.693330 7.317501 0.0 0.0 0.0
H 3.363471 -0.414343 7.555625 0.0 0.1 0.0
H 5.060832 -0.127550 8.044251 -0.1 0.1 0.1
C 3.000182 -5.681408 7.648157 0.0 -0.2 0.1
N 3.293275 -4.822999 6.472747 0.1 0.0 0.1
O 4.311205 -5.029205 5.852328 0.0 0.0 -0.1
O 2.482183 -3.951363 6.203530 0.5 -0.4 0.3
H 3.808940 -6.394007 7.758502 0.1 0.1 -0.1
H 2.933701 -5.032472 8.517215 -0.1 0.0 0.0
H 2.051317 -6.185715 7.465913 0.2 0.3 0.1
C 4.453714 2.209557 -2.985453 0.2 -0.2 0.1
N 3.644130 1.016593 -3.353649 0.1 0.3 -0.1
O 3.658616 0.063397 -2.605131 -0.1 -0.1 0.1
O 3.010074 1.077284 -4.390079 0.3 0.2 0.1
H 4.954233 2.008935 -2.044999 -0.3 -0.1 -0.5
H 5.167659 2.374889 -3.786720 -0.1 0.0 -0.1
H 3.769742 3.048429 -2.896027 0.0 0.0 -0.1
C 3.926910 -9.645451 8.837817 0.2 0.0 0.0
N 3.182171 -8.543059 9.507556 0.1 -0.1 0.0
O 3.770045 -7.893455 10.343957 0.0 0.1 0.0
O 2.031007 -8.371371 9.161211 0.0 0.0 0.0
H 4.930371 -9.677045 9.244900 0.0 0.0 0.0
H 3.391917 -10.568381 9.038949 -0.1 0.0 -0.1
H 3.941256 -9.429209 7.773608 -0.1 0.0 0.0
C -1.929639 -6.951385 6.217632 0.0 -0.2 0.1
N -0.893788 -5.909837 6.457581 0.0 -0.1 0.1
O 0.018058 -6.182855 7.213095 -0.3 0.0 -0.1
O -1.033033 -4.854178 5.881310 0.0 0.1 0.0
H -1.671902 -7.829951 6.796753 0.1 0.0 0.0
H -2.883211 -6.538252 6.531573 0.0 0.1 -0.1
H -1.932139 -7.166674 5.153455 -0.1 0.1 0.0
C 4.740334 1.688402 1.520011 0.0 0.0 0.2
N 5.607865 2.658300 0.797021 0.0 0.0 0.5
O 6.245273 3.450598 1.456642 -0.1 -0.1 -0.2
O 5.613840 2.590179 -0.415620 0.3 0.2 0.4
H 4.830691 1.865612 2.584900 0.0 0.1 0.0
H 3.722042 1.857318 1.182408 0.0 0.0 -0.1
H 5.077007 0.689751 1.258561 -0.1 0.0 -0.1
```
Forces are in eV/Å.

* E: -140003.60857 eV
* M: 1099.33 g/mol
* net charge: 0
* multiplicity: 1

[3]
The following is a DFT calculation (ωB97M-V/def2-TZVPD) of 8 unconnected molecules or ions with the total composition C23H52BrN8O9S.

Structure (XYZ):
```
94
Properties=species:S:1:pos:R:3:forces:R:3
N 5.322029 -3.799952 -0.438063 0.4 -0.1 -0.3
C 4.872354 -2.471132 -0.132879 0.3 -0.3 -0.1
S 4.048532 -1.640937 -1.512269 -0.7 0.4 0.0
Br 6.537154 -1.431710 0.315179 0.1 0.0 0.0
C 3.912543 -2.358985 1.113314 -0.4 -0.1 0.6
O 3.684579 -1.203813 1.513696 0.0 0.0 -0.1
O 3.480161 -3.451007 1.545494 0.2 0.3 -0.4
H 6.059863 -4.030941 0.227654 -0.3 0.1 -0.3
H 4.568073 -4.431561 -0.184298 -0.3 0.2 0.1
H 4.326094 -2.420619 -2.567652 0.5 -0.3 0.4
C 1.071568 0.939908 -1.095090 0.1 -0.1 0.2
O 1.227728 -0.252756 -1.294024 -0.3 0.1 -0.4
N 0.905824 1.472777 0.120838 -0.2 0.2 0.1
C 0.693346 2.889004 0.348231 0.0 -0.5 -0.1
C 0.950457 0.569444 1.264922 0.3 -0.2 -0.2
H 1.062567 1.690111 -1.908024 0.0 0.0 0.0
H 1.482884 3.285623 0.976782 0.0 0.1 0.0
H -0.270262 3.033143 0.846533 0.0 0.1 0.0
H 0.687372 3.428010 -0.598605 0.0 0.0 0.0
H 1.914791 0.052781 1.292845 -0.1 -0.1 0.1
H 0.163268 -0.180959 1.173986 0.0 0.0 0.1
H 0.807658 1.134098 2.182897 -0.1 0.1 0.0
C -1.109636 1.150890 -4.396054 0.1 0.1 0.0
O -1.357603 2.009812 -5.230041 0.0 0.0 0.0
N -1.699572 -0.050435 -4.343389 -0.1 -0.2 0.1
C -1.371668 -1.037085 -3.327070 -0.1 0.1 -0.1
C -2.704293 -0.376002 -5.343338 0.1 0.6 0.3
H -0.362843 1.300334 -3.601694 0.0 0.0 0.0
H -1.001120 -1.944488 -3.806283 0.0 -0.1 0.1
H -2.270130 -1.276658 -2.752360 0.0 -0.1 0.0
H -0.607735 -0.662465 -2.646630 0.0 0.0 -0.1
H -2.268595 -0.323160 -6.337561 -0.1 -0.1 -0.1
H -3.521026 0.349818 -5.286508 0.0 0.0 -0.1
H -3.084314 -1.370552 -5.167847 0.0 -0.1 0.0
C -3.441874 -3.454238 -7.796584 0.1 -0.1 0.1
O -2.905978 -2.752410 -6.962984 -0.1 -0.2 -0.2
N -4.299862 -2.998251 -8.729540 -0.1 0.0 -0.2
C -4.916617 -3.870360 -9.706012 0.0 0.2 0.1
C -4.607656 -1.576743 -8.745241 0.1 -0.1 0.1
H -3.265757 -4.542134 -7.859566 0.0 0.0 0.0
H -4.646644 -3.557098 -10.716863 0.0 -0.1 0.0
H -6.004021 -3.839369 -9.607541 0.0 -0.1 -0.1
H -4.580089 -4.893656 -9.554827 0.0 0.0 0.0
H -3.696589 -0.997173 -8.894721 0.0 0.1 0.0
H -5.044716 -1.277186 -7.792316 0.0 0.1 0.0
H -5.308574 -1.365944 -9.548807 0.0 0.0 0.0
C 0.691176 4.241706 3.280322 0.1 -0.1 -0.1
O 1.524083 4.777449 2.573206 0.0 0.3 0.2
N -0.244801 4.895498 3.989148 -0.2 0.0 0.2
C -1.205470 4.186251 4.805814 0.0 0.2 0.0
C -0.297532 6.346472 3.929201 0.5 -0.1 0.0
H 0.632452 3.146376 3.396062 0.0 0.0 0.0
H -2.219464 4.402951 4.465021 0.0 0.0 0.0
H -1.111557 4.493817 5.851377 0.0 0.0 0.0
H -1.036002 3.113435 4.734154 0.0 0.0 -0.1
H -0.455072 6.669984 2.906415 0.0 0.1 0.0
H 0.647404 6.766337 4.283895 0.0 0.0 0.0
H -1.111424 6.703118 4.549113 -0.1 0.0 0.0
C 7.933775 -5.198583 2.262498 -0.1 0.1 0.1
O 6.959952 -4.779089 1.680599 0.2 -0.2 0.3
N 8.901504 -5.939481 1.680100 0.2 -0.1 0.0
C 10.052174 -6.420945 2.409149 -0.1 0.0 -0.2
C 8.764405 -6.251042 0.266620 -0.1 0.1 0.1
H 8.114592 -5.001945 3.333548 0.0 0.0 0.0
H 10.972277 -6.029008 1.968447 0.1 0.0 0.1
H 10.088986 -7.513269 2.383289 0.1 0.0 0.1
H 9.995684 -6.097024 3.446307 0.0 0.0 0.0
H 8.718439 -5.331262 -0.317272 0.0 0.0 0.0
H 7.841162 -6.804832 0.093049 0.0 0.0 -0.1
H 9.614047 -6.847751 -0.057591 0.0 0.0 0.0
C -3.950156 6.014855 2.691142 0.1 -0.1 -0.2
O -2.857698 6.543150 2.763365 -0.3 0.1 0.0
N -5.064991 6.481413 3.286483 -0.2 0.0 0.0
C -6.341440 5.807514 3.167816 0.1 0.2 0.1
C -4.972859 7.700898 4.070473 0.1 -0.1 -0.1
H -4.117546 5.086271 2.120273 0.0 0.0 0.0
H -7.076827 6.469931 2.706108 -0.1 -0.1 0.0
H -6.705423 5.510909 4.153842 -0.1 0.0 0.0
H -6.235142 4.917848 2.551504 0.0 0.0 0.0
H -4.626564 8.523855 3.444609 0.0 0.0 0.0
H -4.257855 7.571201 4.883552 0.0 0.1 0.0
H -5.949489 7.942918 4.481637 0.0 0.0 0.0
C -1.504838 -0.261717 3.968299 0.2 0.1 0.0
O -1.871279 0.666894 3.272952 -0.2 0.1 0.1
N -2.018307 -1.502454 3.915767 -0.1 -0.1 0.1
C -1.529345 -2.575768 4.756814 -0.1 0.0 -0.2
C -3.091455 -1.767139 2.973960 0.1 0.2 0.0
H -0.688200 -0.162317 4.703333 0.0 0.0 0.0
H -1.143608 -3.389903 4.141345 0.1 0.0 0.1
H -2.336593 -2.958592 5.386447 0.0 0.0 0.0
H -0.727207 -2.211727 5.394203 0.0 0.0 0.0
H -2.756779 -1.557522 1.957867 0.0 0.0 0.0
H -3.946172 -1.124095 3.189248 0.0 0.0 0.0
H -3.391187 -2.809105 3.049654 0.0 0.0 0.0
```
Forces are in eV/Å.

* E: -135921.95569 eV
* M: 696.69 g/mol
* net charge: -1
* multiplicity: 1